#A
The following is a quantum chemistry calculation of a structure of composition C5H13NO2, from the Open Molecules 2025 dataset.

```
21
Properties=species:S:1:pos:R:3:nbo_charge:R:1
C 1.99616 0.99503 0.89093 -0.68
H 1.97409 0.97046 1.97042 0.22
C -2.25313 -1.71491 0.08329 -0.47
C -0.46764 0.72142 0.29538 0.16
O 0.79041 2.90398 -0.79974 -1.28
H -0.07966 -0.66618 1.86467 0.35
H -2.57533 -2.26456 -0.76048 0.23
H -0.48593 1.85056 -1.25140 0.56
N -0.76184 -1.74491 0.12788 -0.14
O -0.98226 1.03646 -0.96307 -0.68
H 2.93836 0.72660 0.41602 0.23
H 1.83730 2.02542 0.57651 0.35
C 0.92987 0.09083 0.26100 -0.02
H 0.92743 -2.96726 -2.21184 -0.01
H -2.49030 -0.63920 0.04345 0.22
H 1.13156 -0.48460 -0.67688 0.26
H 0.41405 -3.29462 -1.69753 0.01
C -0.35126 -0.69623 0.78671 -0.20
H -2.59586 -1.99859 1.10309 0.24
H 0.80018 3.74662 -1.20720 0.44
H -0.69623 1.40369 1.14878 0.22
```

Computed properties:
orbital gap: 4.2 eV
molar mass: 119.164 g/mol

=====

#B
The following is a quantum chemistry calculation of a cluster of 2 separate species, C5H13NO2 in total, from the Open Molecules 2025 dataset.

```
21
Properties=species:S:1:pos:R:3:nbo_charge:R:1
H 2.86926 -0.73821 2.03830 0.22
H -3.32303 1.26272 0.00240 0.21
C -2.66254 0.85789 -0.76148 -0.64
O -2.03272 -1.00851 0.69400 -0.28
H 3.47987 -1.04517 0.39221 0.22
H 1.08682 1.28981 -1.26482 0.23
H 1.95140 -1.74510 0.90685 0.25
H 1.40429 1.08223 2.20562 0.34
H -1.88174 -1.07362 -1.37014 0.17
C 2.58895 -0.86593 0.99166 -0.70
C -2.51877 -0.65057 -0.58371 -0.08
H -3.09105 1.07288 -1.73765 0.21
H -1.69302 1.34701 -0.68840 0.21
N 1.17474 1.13403 1.21511 -0.71
H -0.44708 0.26310 1.14951 0.49
H -3.49409 -1.14375 -0.62185 0.19
H 2.62885 0.43690 -1.48893 0.22
C 1.65520 0.40451 -1.00075 -0.68
O -0.65068 -0.72091 0.79711 -0.51
C 1.82695 0.32059 0.48194 0.39
H 1.12842 -0.47991 -1.35699 0.24
```

Computed properties:
orbital gap: 10.6 eV
molar mass: 119.164 g/mol
SMILES: CC(C)=N.CCOO

=====

Most stable: #B. Least stable: #A.

=====

#A
The following is a quantum chemistry calculation of a cluster of 3 separate species, C5H13NO2 in total, from the Open Molecules 2025 dataset.

```
21
Properties=species:S:1:pos:R:3:nbo_charge:R:1
C 0.22405 0.60957 0.76990 -0.47
C -1.58504 -1.00610 0.24218 -0.45
H 4.29113 -0.24224 0.97244 0.47
H -0.08320 -1.20823 -2.45702 0.15
H -2.01952 -3.11069 0.05243 0.21
C -1.16171 -2.45530 -0.02238 -0.60
H -2.51840 -0.84192 -0.30089 0.21
O -1.94037 3.03138 1.41039 -0.95
H -2.22270 3.39146 0.56332 0.47
N -0.62193 0.54150 -1.45844 -0.40
H 5.25690 -1.10224 0.13395 0.47
H -1.54876 2.17411 1.18767 0.48
H -0.72873 -2.59691 -1.01029 0.20
H 1.00414 1.33318 0.58974 0.21
H -0.51567 0.28226 -3.45371 0.17
C -0.55286 0.03946 -0.13629 0.15
H -1.83911 -0.84878 1.29225 0.22
C -0.39322 -0.16104 -2.47359 -0.02
H 0.29871 0.29868 1.80594 0.21
H -0.43075 -2.79294 0.71388 0.21
O 5.17279 -0.62516 0.96364 -0.94
```

Computed properties:
orbital gap: 9.9 eV
molar mass: 119.164 g/mol
SMILES: C=NC(=C)CC.O.O

=====

#B
The following is a quantum chemistry calculation of a cluster of 2 separate species, C5H13NO2 in total, from the Open Molecules 2025 dataset.

```
21
Properties=species:S:1:pos:R:3:nbo_charge:R:1
H 4.02578 0.10362 -0.88714 0.47
O 1.19829 -1.59387 0.55553 -0.61
C -1.76239 -0.43122 -0.56579 -0.38
H -0.13042 -1.42396 -1.54459 0.24
C 0.63585 -0.55008 0.26821 0.67
H 2.67236 0.76003 -0.54098 0.47
O 3.53288 0.53409 -0.17142 -0.94
H -2.35793 -2.50367 -0.23524 0.21
H 0.31306 2.47779 1.58329 0.21
H -0.04727 0.30413 -1.59528 0.21
H -1.48018 -1.82842 1.10325 0.22
H 1.70447 0.63040 1.55466 0.42
C -2.22050 -1.58848 0.33874 -0.62
H -2.34409 -0.41394 -1.48190 0.21
H -3.09977 -1.29766 0.91338 0.21
H -2.00225 0.46573 0.00584 0.19
H -0.64168 1.83329 0.23809 0.21
C 0.35394 1.92071 0.65421 -0.42
C -0.27601 -0.53956 -0.93563 -0.50
H 0.91235 2.51096 -0.07885 0.19
N 1.01351 0.63012 0.82161 -0.63
```

Computed properties:
orbital gap: 10.2 eV
molar mass: 119.164 g/mol
SMILES: CCCC(=O)NC.O

=====

Most stable: #B. Least stable: #A.

=====

#A
The following is a quantum chemistry calculation of a cluster of 2 separate species, C5H13NO2 in total, from the Open Molecules 2025 dataset.

```
21
Properties=species:S:1:pos:R:3:nbo_charge:R:1
H 1.45704 1.32383 0.14514 0.20
O -0.63534 -2.02340 1.02705 -0.57
H 1.29987 -1.39335 0.99825 0.14
C -1.54715 0.71046 -0.02338 -0.02
H -2.09016 1.64516 -0.17837 0.18
C 0.55811 -1.75293 -1.04078 -0.35
H -0.01655 0.33058 1.85411 0.20
H -0.42567 -1.70176 -1.53068 0.21
H -0.93983 0.47943 -0.91074 0.11
H -1.84518 -1.11180 0.70650 0.50
H 0.96092 -2.76010 -1.20784 0.23
C 0.38473 -1.64743 0.45049 0.48
H 1.85589 -1.03435 -2.45223 0.37
C -0.42488 1.09244 1.19360 -0.45
H 1.12848 0.13656 -1.57541 0.36
O -2.40464 -0.28546 0.31371 -0.75
H 1.18858 2.50806 1.40047 0.21
C 0.69297 1.94338 0.60917 -0.63
N 1.53582 -0.79112 -1.52213 -0.83
H -1.04995 1.67659 1.86984 0.20
H 0.31695 2.65520 -0.12677 0.20
```

Computed properties:
orbital gap: 9.6 eV
molar mass: 119.164 g/mol
SMILES: NCC=O.CCCO

=====

#B
The following is a quantum chemistry calculation of the molecule C5H13NO2, from the Open Molecules 2025 dataset.

```
21
Properties=species:S:1:pos:R:3:nbo_charge:R:1
C 0.36594 -0.79009 -0.03803 -0.40
H -2.74639 0.84162 -2.19037 0.47
N 1.96933 0.94643 0.53845 -0.84
H 2.12019 1.87255 0.90178 0.37
H -0.46758 -1.33062 0.39992 0.19
C 0.62698 0.45355 0.81467 -0.08
C 0.55836 0.13362 2.31756 -0.06
H 0.31519 0.61477 -1.74978 0.22
H -1.52374 -1.31117 -2.70840 0.17
H -0.19853 1.14854 0.60988 0.17
C -1.39809 -0.54614 -1.94242 -0.06
H 1.19732 -1.47839 -0.09373 0.22
H 2.22192 0.87457 -0.43590 0.36
O -0.67887 0.48296 2.91858 -0.72
O -1.85445 0.69392 -2.53416 -0.73
H 1.36005 0.59661 2.89470 0.19
H 0.74968 -0.93392 2.46838 0.16
H -1.38048 -0.09605 2.60568 0.46
H 0.68332 -0.96897 -2.21063 0.21
C 0.07545 -0.41309 -1.50476 -0.44
H -1.99560 -0.79071 -1.06143 0.16
```

Computed properties:
orbital gap: 10.1 eV
molar mass: 119.164 g/mol
SMILES: N[C@H](CO)CCCO

=====

Most stable: #B. Least stable: #A.

=====

#A
The following is a quantum chemistry calculation of a cluster of 2 separate species, C5H13NO2 in total, from the Open Molecules 2025 dataset.

```
21
Properties=species:S:1:pos:R:3:nbo_charge:R:1
H -0.09918 2.99542 3.99483 0.47
H -0.76330 0.61644 0.08405 0.21
C -0.16290 -1.44319 -0.15749 -0.14
O -0.86077 2.69407 4.49255 -0.94
H -1.12600 -0.02989 -1.40955 0.22
H -0.93968 1.75147 4.32783 0.47
H 1.38614 1.85385 -3.08318 0.21
H 0.50039 0.36031 -3.45287 0.21
H -1.23395 -3.18088 0.10194 0.36
C 0.55075 -1.36134 1.21675 0.43
N -1.37708 -2.20652 -0.09724 -0.82
H 0.54348 -1.94167 -0.82661 0.19
C 0.69118 1.11972 -2.68294 -0.61
C 0.93963 0.57506 -1.29641 -0.40
H -0.27287 1.62039 -2.71102 0.20
C -0.33492 -0.00817 -0.64966 -0.41
O -0.08786 -1.15619 2.21863 -0.54
H 1.31553 1.37656 -0.66942 0.21
H 1.63980 -1.55339 1.27697 0.11
H 1.67007 -0.23633 -1.31668 0.19
H -1.97847 -1.84570 0.63953 0.37
```

Computed properties:
orbital gap: 10.1 eV
molar mass: 119.164 g/mol
SMILES: CCC[C@H](N)C=O.O

=====

#B
The following is a quantum chemistry calculation of a cluster of 2 separate species, C5H13NO2 in total, from the Open Molecules 2025 dataset.

```
21
Properties=species:S:1:pos:R:3:nbo_charge:R:1
H -4.93850 0.41657 -3.90339 0.23
O -0.99467 -0.93576 -4.36346 -0.97
H -5.47894 0.36020 -2.19633 0.20
H -0.70199 -1.71130 -3.83323 0.44
H -2.45912 -0.99285 -0.73573 0.41
H -0.53417 0.16935 0.95005 0.20
C -2.74902 -0.17315 -2.51407 0.70
H -1.37633 -0.31379 -3.70337 0.45
C 0.00000 0.00000 0.00000 -0.61
H -0.06163 0.40670 -2.00620 0.22
H 0.32997 -1.05189 -0.03542 0.21
H -6.00503 -0.91003 -3.34484 0.21
H 0.89135 0.64930 -0.02303 0.22
H -4.30530 -1.52544 -1.67980 0.20
H -3.65004 -1.83127 -3.31479 0.25
H -1.15363 1.50025 -1.10745 0.20
C -3.98230 -1.03683 -2.61915 -0.50
C -0.81768 0.44942 -1.19872 -0.23
O -2.40107 0.55473 -3.44018 -0.63
C -5.16628 -0.25381 -3.05762 -0.60
N -1.99774 -0.37374 -1.40682 -0.62
```

Computed properties:
orbital gap: 10.5 eV
molar mass: 119.164 g/mol
SMILES: CCNC(=O)CC.O

=====

Most stable: #B. Least stable: #A.

=====

#A
The following is a quantum chemistry calculation of a cluster of 2 separate species, C5H13NO2 in total, from the Open Molecules 2025 dataset.

```
21
Properties=species:S:1:pos:R:3:nbo_charge:R:1
C 1.72292 1.37527 0.63328 0.54
H -0.13470 0.00669 -1.81746 0.22
H 2.82478 1.56883 0.72546 0.12
H -1.47515 -3.36817 -2.16451 0.22
O -1.72860 1.79079 1.72912 -0.94
H -1.16725 1.75743 2.51899 0.47
H -0.69323 -3.03567 0.11215 0.21
N 1.37528 0.66527 -0.48279 -0.64
H -0.72558 1.08128 -0.53111 0.19
H 0.69659 -2.76818 -0.97713 0.19
C -1.07537 -2.34297 -1.96124 -0.63
O 0.89738 1.76726 1.39847 -0.62
C -0.30040 -1.00339 0.09410 -0.42
H -1.36306 -0.93332 0.36423 0.21
H -1.89020 -1.66803 -1.91862 0.20
H -0.56307 -2.02899 -2.92932 0.20
H 2.02825 0.46048 -1.33642 0.41
C -0.30287 -2.34961 -0.61980 -0.40
C 0.02104 0.22340 -0.77820 -0.23
H -1.16586 1.41280 1.06243 0.46
H 0.25943 -1.02262 1.04134 0.22
```

Computed properties:
orbital gap: 10.6 eV
molar mass: 119.164 g/mol
SMILES: CCCCNC=O.O

=====

#B
The following is a quantum chemistry calculation of a cluster of 2 separate species, C5H13NO2 in total, from the Open Molecules 2025 dataset.

```
21
Properties=species:S:1:pos:R:3:nbo_charge:R:1
C 0.05922 -0.20183 1.48991 -0.39
H 2.69179 -1.48659 -1.21846 0.48
C -1.26381 1.07961 -1.47205 -0.32
H 1.49908 -1.99311 1.83111 0.21
H -0.81705 -0.04900 2.33025 0.19
C 1.16025 -1.03644 2.22938 -0.65
O 0.18872 2.90156 -1.30836 -0.53
H -2.11898 1.06743 -2.23188 0.19
H -1.84039 3.06348 -0.60839 0.12
C -0.91225 2.52134 -0.99441 0.45
H 2.20455 -0.78859 -2.51890 0.47
H 0.85266 -1.61312 3.06504 0.22
H -1.13031 -1.68577 0.39601 0.19
H 0.17405 -1.07823 -0.62896 0.23
H 1.97102 -0.38655 2.32304 0.21
H -0.34965 0.66786 -1.82839 0.20
N -1.54023 0.38813 -0.25171 -0.65
O 2.00984 -1.45593 -1.91343 -0.94
H 0.35640 0.79753 1.41196 0.20
C -0.60285 -0.71403 0.15804 -0.25
H -2.59208 0.00223 -0.25981 0.37
```

Computed properties:
orbital gap: 9.4 eV
molar mass: 119.164 g/mol
SMILES: CCCNCC=O.O

=====

Most stable: #A. Least stable: #B.

=====

#A
The following is a quantum chemistry calculation of the molecule C3H4ClF, from the Open Molecules 2025 dataset.

```
9
Properties=species:S:1:pos:R:3:nbo_charge:R:1
H -1.56769 0.44483 -0.68970 0.20
C 0.43941 -0.32267 0.05635 -0.04
H 2.20944 0.91398 -0.27129 0.23
H -1.27703 0.21289 0.99086 0.18
C -1.06454 -0.23074 0.01176 0.00
Cl 1.09622 -1.96001 -0.01282 0.00
C 1.16482 0.72988 -0.09398 -0.42
H 0.68851 1.70118 0.10010 0.20
F -1.68914 -1.48935 -0.09128 -0.35
```

Computed properties:
orbital gap: 10.7 eV
molar mass: 94.516 g/mol
SMILES: C=C(Cl)CF

=====

#B
The following is a quantum chemistry calculation of the molecule C3H4ClF, from the Open Molecules 2025 dataset.

```
9
Properties=species:S:1:pos:R:3:nbo_charge:R:1
H 0.63744 1.49476 0.61305 0.23
H 0.45242 -1.36147 -1.26487 0.20
H -0.44251 -0.16333 1.67473 0.25
C -0.01560 0.87234 -0.19392 -0.45
Cl -1.99975 -0.62225 -0.07374 0.03
C 0.58996 -0.47734 -0.36017 0.17
C -0.44111 -0.38711 0.43124 -0.34
H -0.61637 1.49724 -0.87285 0.25
F 1.83551 -0.85283 0.04654 -0.34
```

Computed properties:
orbital gap: 10.7 eV
molar mass: 94.516 g/mol
SMILES: F[C@@H]1C[C@H]1Cl

=====

#C
The following is a quantum chemistry calculation of a cluster of 2 separate species, C3H4ClF in total, from the Open Molecules 2025 dataset.

```
9
Properties=species:S:1:pos:R:3:nbo_charge:R:1
C 0.81717 -0.51659 0.02967 -0.49
Cl -1.83934 -0.62712 0.94557 0.00
C 0.14161 0.72087 -0.33911 0.43
H 1.52957 -0.84507 -0.58215 0.22
H 1.11236 -0.64914 1.13404 0.25
C -0.67134 -0.50877 -0.38081 -0.33
F 0.27946 1.56388 -1.32614 -0.30
H -0.94707 -0.81209 -1.47833 0.25
H -0.42242 1.67403 1.99726 -0.04
```

Computed properties:
orbital gap (spin up / spin down): 9.8 / 8.6 eV
molar mass: 94.516 g/mol

=====

Most stable: #A. Least stable: #C.